# 1
DFT (ωB97M-V/def2-TZVPD) results for 3 unconnected molecules or ions with the total composition C17H31FN2O6S.

Geometry as XYZ:
```
58
C17H31FN2O6S | the OMol25 dataset | ωB97M-V/def2-TZVPD
C -5.48599 -0.20027 2.07472
C -5.01748 -1.12830 0.94335
C -3.49649 -1.24858 0.79090
F -3.22173 -2.58542 0.51993
C -3.01406 -0.43107 -0.41234
O -3.54859 0.92589 -0.17268
S -2.54156 1.74319 0.73669
O -2.78708 1.64828 2.13110
O -2.26595 3.03672 0.22176
O -1.23389 0.84073 0.41318
C -1.52844 -0.12885 -0.63597
C -1.36172 0.64146 -1.95091
N -1.66491 -0.16968 -3.14258
C -0.50760 -1.24271 -0.43533
C -0.46013 -1.98235 0.73880
C 0.51033 -2.95543 0.86489
N 1.43699 -3.23471 -0.04987
C 1.37482 -2.51302 -1.16653
C 0.43266 -1.52563 -1.41417
H -6.21099 -0.70165 2.71017
H -4.67638 0.13302 2.71222
H -6.00686 0.66167 1.66769
H -5.35914 -2.13439 1.16826
H -5.46005 -0.86139 -0.01178
H -2.97606 -0.98407 1.70706
H -3.56650 -0.77970 -1.27761
H -1.92447 1.57139 -1.93438
H -0.31129 0.91570 -2.01485
H -2.56212 -0.63278 -3.06117
H -1.77355 0.47050 -3.91995
H -1.14827 -1.80619 1.54320
H 0.52695 -3.54139 1.77603
H 2.12211 -2.70677 -1.92760
H 0.44236 -1.00947 -2.35556
C 5.75566 -2.59003 -4.43841
C 4.78132 -1.60301 -3.81442
C 5.50828 -0.42751 -3.17983
O 3.97216 -2.26235 -2.83785
H 6.42338 -3.00049 -3.67620
H 5.21872 -3.42671 -4.88599
H 6.36330 -2.11353 -5.20882
H 4.09323 -1.23784 -4.57781
H 6.16833 -0.77341 -2.37994
H 4.79632 0.26861 -2.73559
H 6.10914 0.10984 -3.91472
H 4.55539 -2.59694 -2.14727
C 0.14499 2.68028 4.74197
C 1.32323 3.34800 4.05032
C 0.91945 4.67741 3.42993
O 1.85673 2.48413 3.04697
H -0.65107 2.47067 4.02179
H 0.44645 1.72696 5.17757
H -0.26253 3.31212 5.53281
H 2.12739 3.50998 4.76936
H 0.14494 4.52503 2.67308
H 1.77269 5.14256 2.93517
H 0.53467 5.36670 4.18325
H 1.16294 2.32484 2.39791
```

Computed properties:
LUMO level: 0.49 eV
calculated total energy: -46948.6307 eV
SMILES: CC[C@@H](F)[C@H]1OS(=O)(=O)O[C@@]1(CN)c1ccncc1.CC(C)O.CC(C)O
E_HOMO: -9.5862 eV
Kohn-Sham gap: 0.37029 hartree
largest force on an atom: 0.045 hartree/bohr


# 2
DFT (ωB97M-V/def2-TZVPD) results for a molecular structure, C17H31LaN4O6P.

Geometry as XYZ:
```
60
C17H31LaN4O6P | the OMol25 dataset | ωB97M-V/def2-TZVPD
O -0.75713 0.72543 -5.77950
H -1.24923 0.35580 -6.54778
La -0.48792 0.31265 -0.93627
N -0.48768 2.24519 0.45634
N 0.85124 1.70380 -1.98689
N -1.97770 -0.70473 0.60890
N -1.15748 -1.46987 -1.97837
O -0.96581 2.30271 1.68230
O -2.28230 -0.33302 1.96547
O -0.41342 -1.74490 -3.21358
O 1.49625 0.89869 -2.78772
C 1.32769 2.62047 -1.13191
C 0.61594 2.93292 0.11250
C -2.06509 -2.01445 0.23742
C -1.55907 -2.41381 -1.07394
C 1.00785 4.07855 1.01156
H 1.25655 3.71628 2.03001
H 0.12557 4.74332 1.11754
H 1.85561 4.62779 0.56165
C 2.46685 3.34537 -1.79167
H 2.14153 3.52186 -2.83401
H 3.29472 2.62281 -1.87385
H 2.69500 4.26184 -1.24676
C -2.77465 -3.01825 1.11127
C -1.61850 -3.82402 -1.57937
H -3.40062 -2.45846 1.82667
H -2.06358 -3.64497 1.67591
H -3.40042 -3.67217 0.47740
H -0.83761 -3.91350 -2.35249
H -2.59266 -3.96729 -2.08266
H -1.48026 -4.57074 -0.77992
H -1.93511 0.60700 2.08858
H 0.04852 -0.90133 -3.49651
C -1.70189 1.21169 -4.83531
H -1.08156 1.82514 -4.16126
H -2.03321 0.36970 -4.20324
H -2.56066 1.77967 -5.26698
O -2.81188 1.52605 -0.97017
H -3.20061 0.88806 -0.28229
H -2.53073 2.19286 -0.28314
C 3.59221 -0.80383 1.10333
P 1.85850 -0.69558 0.62209
C 1.67364 -2.40370 -0.04429
C 1.13240 -0.46454 2.30091
C 0.37316 -1.44685 2.94363
C -0.10930 -1.21036 4.25027
C 0.16825 0.00077 4.89864
C 0.91978 0.99736 4.25539
C 1.40405 0.75390 2.94902
H 4.20378 -0.97999 0.20568
H 3.65288 -1.66603 1.78544
H 3.89877 0.11875 1.61810
H 2.40022 -3.05376 0.46317
H 0.65501 -2.81599 -0.03638
H 1.94622 -2.35047 -1.10814
H 0.19470 -2.40074 2.46485
H -0.67264 -1.97803 4.74504
H -0.20061 0.18492 5.90073
H 1.13802 1.94022 4.72708
H 2.01441 1.50980 2.46751
```

Computed properties:
charge: +1
LUMO level: -5.28 eV
calculated total energy: -46511.3221 eV
E_HOMO: -10.0318 eV
Kohn-Sham gap: 0.17454 hartree
largest force on an atom: 0.102 hartree/bohr
ΔE to the lowest compared entry with this formula, charge and spin: 3.596 eV


# 3
DFT (ωB97M-V/def2-TZVPD) results for a molecular structure, C17H31MnN6OSSe2.

Geometry as XYZ:
```
59
C17H31MnN6OSSe2 | the OMol25 dataset | ωB97M-V/def2-TZVPD
Mn -0.06635 -0.86780 0.11341
C -2.72539 2.08284 1.47372
C -1.96515 1.10710 0.65080
N -1.44948 0.01266 1.17720
N -1.71680 -0.27413 2.44377
C -1.20653 -1.38281 2.90575
N -1.44094 -1.80662 4.14003
S -0.14937 -2.34152 1.89017
C -1.78574 1.21970 -0.78051
C -2.29936 2.26235 -1.56164
C -2.17994 2.20742 -2.93741
C -1.53109 1.11831 -3.50869
C -1.00043 0.14977 -2.67683
N -1.11247 0.17833 -1.35067
H -2.43063 1.98924 2.51652
H -3.79474 1.87115 1.41530
H -2.57151 3.10254 1.13244
H -2.10931 -1.32497 4.72052
H -1.09164 -2.70548 4.43525
H -2.78935 3.09734 -1.09015
H -2.58584 2.98974 -3.55928
H -1.43924 1.02189 -4.57739
H -0.47628 -0.70040 -3.09207
C 1.92388 -2.19018 -2.84013
Se 1.50594 -2.39498 -0.94222
C 0.74563 -4.22820 -0.93855
C -0.58974 -4.38515 -1.63036
Se -2.07187 -3.38110 -0.76685
C -3.38920 -3.76833 -2.15713
H 2.24335 -1.16087 -2.99358
H 1.06057 -2.41447 -3.46084
H 2.74743 -2.85761 -3.08806
H 0.67480 -4.49565 0.11986
H 1.48800 -4.87796 -1.41077
H -0.88727 -5.43854 -1.60648
H -0.55098 -4.06267 -2.67346
H -3.48750 -4.85024 -2.22892
H -3.07464 -3.34942 -3.11128
H -4.33820 -3.33713 -1.84798
C 1.81683 2.73390 -1.07587
N 2.29994 2.63223 0.28565
C 3.44041 3.47741 0.58669
C 1.92869 1.56458 1.02250
O 1.37193 0.57897 0.45397
N 2.11864 1.56239 2.35651
C 2.00606 0.32424 3.09522
C 2.17225 2.74994 3.18450
H 1.80363 3.78340 -1.36273
H 0.80374 2.33821 -1.13717
H 2.45215 2.18576 -1.77587
H 4.11615 3.47764 -0.26982
H 3.98773 3.10001 1.44278
H 3.13084 4.50664 0.77394
H 2.07092 -0.52592 2.41626
H 1.06036 0.27824 3.64301
H 2.82305 0.25956 3.81368
H 1.85297 3.62399 2.62599
H 3.17091 2.91969 3.59095
H 1.49017 2.61497 4.02632
```

Computed properties:
charge: +2
LUMO level (alpha / beta): -7.63 / -6.98 eV
2S+1: 5
calculated total energy: -201955.9867 eV
E_HOMO (alpha / beta): -13.6916 / -13.7635 eV
⟨S²⟩: 6.136
Kohn-Sham gap (alpha / beta): 0.22259 / 0.24937 hartree
largest force on an atom: 0.037 hartree/bohr